{
  "formula": "C35H87F3N4O8PS",
  "method": "ωB97M-V/def2-TZVPD",
  "e_above_lowest_kj_mol": 482.0,
  "charge": 3,
  "max_force_ha_per_bohr": 0.0834,
  "gap_ev": 4.9,
  "symbols": ["O", "H", "C", "C", "O", "N", "H", "H", "C", "H", "H", "H", "H", "H", "H", "C", "N", "C", "C", "C", "C", "O", "H", "H", "H", "H", "H", "H", "H", "H", "H", "H", "H", "H", "H", "H", "C", "N", "C", "C", "C", "C", "O", "H", "H", "H", "H", "H", "H", "H", "H", "H", "H", "H", "H", "H", "H", "C", "N", "C", "C", "C", "C", "O", "H", "H", "H", "H", "H", "H", "H", "H", "H", "H", "H", "H", "H", "H", "C", "C", "C", "C", "P", "C", "C", "C", "C", "C", "C", "C", "C", "C", "C", "C", "C", "H", "H", "H", "H", "H", "H", "H", "H", "H", "H", "H", "H", "H", "H", "H", "H", "H", "H", "H", "H", "H", "H", "H", "H", "H", "H", "H", "H", "H", "H", "H", "H", "H", "H", "H", "H", "C", "F", "F", "F", "S", "O", "O", "O"],
  "xyz": [[-0.583, -2.691, -2.687], [-0.533, -1.858, -2.179], [4.207, -5.430, -4.714], [2.813, -5.968, -5.013], [2.371, -7.088, -4.776], [1.931, -4.797, -5.490], [1.444, -4.319, -4.745], [2.527, -4.059, -5.839], [0.838, -5.238, -6.548], [4.827, -6.301, -4.503], [4.383, -4.827, -3.823], [4.669, -5.014, -5.610], [1.053, -6.026, -7.269], [0.682, -4.223, -6.911], [0.012, -5.583, -5.926], [-7.213, -0.502, -8.468], [-6.060, -1.356, -7.931], [-6.566, -2.790, -7.782], [-4.886, -1.337, -8.991], [-5.809, -0.814, -6.489], [-4.464, -1.327, -5.977], [-4.291, -2.737, -5.757], [-7.569, -0.840, -9.441], [-6.927, 0.544, -8.582], [-8.079, -0.432, -7.809], [-6.886, -3.169, -8.753], [-7.410, -2.671, -7.104], [-5.801, -3.503, -7.472], [-4.024, -1.876, -8.599], [-4.643, -0.335, -9.344], [-5.284, -1.975, -9.780], [-6.726, -0.980, -5.923], [-5.700, 0.253, -6.686], [-4.392, -0.967, -4.951], [-3.624, -0.791, -6.420], [-3.581, -2.806, -5.114], [3.836, -4.842, 4.473], [4.262, -4.487, 3.011], [5.606, -3.791, 3.108], [4.402, -5.749, 2.137], [3.167, -3.568, 2.464], [3.234, -3.380, 0.930], [2.437, -4.430, 0.321], [3.035, -5.581, 4.467], [3.382, -3.990, 4.979], [4.712, -5.178, 5.027], [5.497, -3.003, 3.853], [5.958, -3.347, 2.177], [6.312, -4.546, 3.454], [4.916, -6.509, 2.726], [4.902, -5.598, 1.180], [3.387, -6.130, 2.030], [3.302, -2.634, 3.009], [2.229, -4.031, 2.772], [4.206, -3.253, 0.454], [2.799, -2.400, 0.733], [1.803, -4.078, -0.308], [-3.765, -8.410, 2.150], [-2.657, -7.467, 1.690], [-1.233, -8.127, 1.843], [-2.851, -7.251, 0.160], [-2.642, -6.088, 2.347], [-2.643, -6.075, 3.924], [-1.575, -6.671, 4.537], [-3.461, -8.784, 3.128], [-3.805, -9.233, 1.438], [-4.677, -7.819, 2.235], [-1.481, -9.126, 1.484], [-0.959, -8.278, 2.887], [-0.459, -7.707, 1.200], [-2.580, -8.199, -0.303], [-2.171, -6.447, -0.121], [-3.829, -6.871, -0.138], [-3.526, -5.505, 2.089], [-1.688, -5.631, 2.082], [-3.532, -6.609, 4.261], [-2.654, -5.102, 4.413], [-1.264, -6.048, 5.198], [-1.843, 10.484, 6.111], [-1.465, 8.973, 6.104], [-0.279, 8.700, 5.227], [0.045, 7.192, 5.249], [1.009, 6.559, 3.889], [1.687, 4.886, 4.316], [0.629, 3.769, 4.560], [0.160, 2.918, 3.315], [-0.670, 1.694, 3.776], [-0.122, 6.419, 2.467], [0.502, 5.946, 1.137], [-0.599, 5.707, 0.029], [-1.497, 4.466, 0.365], [2.327, 7.756, 3.520], [3.415, 7.380, 2.467], [4.681, 8.188, 2.753], [5.264, 7.738, 4.159], [-1.509, 10.984, 5.202], [-1.481, 11.034, 6.980], [-2.931, 10.546, 6.111], [-2.409, 8.451, 5.951], [-1.173, 8.686, 7.114], [0.615, 9.175, 5.631], [-0.316, 9.083, 4.207], [-0.903, 6.662, 5.341], [0.622, 6.977, 6.149], [2.192, 5.085, 5.261], [2.350, 4.652, 3.482], [-0.198, 4.148, 5.159], [0.994, 3.048, 5.292], [1.045, 2.542, 2.802], [-0.443, 3.546, 2.658], [-0.160, 1.136, 4.560], [-0.838, 0.978, 2.971], [-1.599, 2.049, 4.222], [-0.680, 7.354, 2.414], [-0.941, 5.793, 2.823], [1.204, 5.121, 1.262], [1.063, 6.806, 0.773], [-0.058, 5.475, -0.889], [-1.114, 6.626, -0.251], [-2.286, 4.491, -0.386], [-1.994, 4.463, 1.335], [-1.042, 3.476, 0.394], [2.825, 8.003, 4.458], [1.760, 8.585, 3.096], [3.048, 7.537, 1.453], [3.585, 6.304, 2.497], [4.594, 9.261, 2.587], [5.440, 7.989, 1.997], [5.559, 6.689, 4.137], [4.783, 7.993, 5.103], [6.138, 8.385, 4.238], [2.317, 1.612, -5.763], [3.352, 2.342, -5.457], [2.038, 0.897, -4.653], [1.322, 2.433, -6.143], [2.777, 0.352, -7.201], [3.688, 1.083, -8.128], [3.484, -0.840, -6.630], [1.397, 0.013, -7.698]],
  "lowdin_charge": [-0.692, -0.212, 0.019, -0.325, 0.147, 0.116, 0.162, 0.156, 0.070, 0.093, 0.103, 0.105, 0.106, 0.106, 0.096, -0.011, -0.313, 0.009, 0.066, -0.066, -0.220, -0.063, 0.111, 0.107, 0.108, 0.105, 0.108, 0.102, 0.103, 0.113, 0.100, 0.137, 0.134, 0.130, 0.132, 0.095, 0.028, -0.333, 0.015, 0.030, -0.089, -0.190, -0.082, 0.104, 0.105, 0.110, 0.110, 0.111, 0.112, 0.109, 0.116, 0.100, 0.133, 0.132, 0.123, 0.130, 0.083, 0.032, -0.321, 0.043, 0.023, -0.074, -0.251, -0.053, 0.110, 0.112, 0.117, 0.098, 0.096, 0.110, 0.107, 0.104, 0.114, 0.141, 0.132, 0.116, 0.136, 0.102, -0.083, -0.258, -0.260, -0.287, 1.009, -0.229, -0.221, -0.234, -0.102, -0.268, -0.218, -0.200, -0.104, -0.244, -0.240, -0.222, -0.090, 0.071, 0.077, 0.071, 0.111, 0.114, 0.121, 0.103, 0.101, 0.108, 0.096, 0.081, 0.103, 0.104, 0.108, 0.058, 0.065, 0.070, 0.077, 0.106, 0.082, 0.107, 0.092, 0.106, 0.111, 0.073, 0.050, 0.070, 0.083, 0.104, 0.099, 0.094, 0.115, 0.109, 0.076, 0.061, 0.073, -0.663, 0.137, 0.088, 0.113, 0.547, -0.366, -0.429, -0.419]
}